# 1
Density functional theory data (the ωB97M-V functional and the def2-TZVPD basis) for C20H22BN10ORb as an isolated structure.

Calculated values
Multiplicity   2
Total charge   +1
HOMO-LUMO gap (spin up / spin down)   8.79 / 4.53 eV

The geometry in XYZ format:
```
55
Properties=species:S:1:pos:R:3:lowdin_charge:R:1
Rb 0.14 -0.26 -0.30 0.9396
C 2.64 -2.23 3.65 -0.0532
C 1.74 -2.13 2.58 -0.1479
N 1.82 -0.96 1.98 -0.0109
N 2.79 -0.27 2.64 -0.0041
C 3.29 -1.02 3.65 -0.0758
B 2.97 1.14 2.11 -0.6313
N 3.53 1.18 0.68 -0.0113
C 4.83 1.36 0.31 -0.0825
C 4.91 1.23 -1.06 -0.0432
C 3.60 0.94 -1.45 -0.1423
N 2.78 0.90 -0.40 -0.0195
N 1.74 2.03 2.34 -0.0144
C 1.49 2.79 3.43 -0.0827
C 0.25 3.37 3.29 -0.0448
C -0.22 2.85 2.07 -0.1435
N 0.67 2.04 1.51 0.0130
N 4.11 1.97 2.92 0.0148
C 4.39 3.33 2.57 0.0313
C 5.36 3.77 3.41 -0.0125
C 5.65 2.69 4.23 0.0277
N 4.84 1.59 3.87 0.1696
H 2.81 -3.06 4.32 0.0971
H 1.03 -2.87 2.23 0.1086
H 4.07 -0.65 4.29 0.0963
H 5.62 1.53 1.02 0.1190
H 5.79 1.32 -1.67 0.1003
H 3.21 0.75 -2.43 0.1082
H 2.18 2.86 4.26 0.1221
H -0.24 4.04 3.96 0.0995
H -1.16 3.02 1.58 0.1008
H 3.86 3.80 1.76 0.1533
H 5.80 4.75 3.41 0.1249
H 6.36 2.56 5.03 0.1278
C -2.92 -3.86 -1.45 0.0201
C -2.57 -2.69 -0.56 -0.5290
O -1.41 -2.37 -0.34 -0.1544
N -3.62 -2.02 -0.02 0.0845
C -3.47 -0.85 0.82 -0.1097
C -3.68 0.46 0.08 -0.2668
C -4.94 1.03 0.03 -0.0141
C -5.11 2.22 -0.67 -0.0464
C -4.01 2.80 -1.28 -0.0486
C -2.79 2.15 -1.17 -0.1357
N -2.61 1.01 -0.51 0.0528
H -2.21 -4.66 -1.26 0.0932
H -2.81 -3.54 -2.48 0.0960
H -3.94 -4.22 -1.30 0.0820
H -4.55 -2.33 -0.25 0.1449
H -2.46 -0.87 1.24 0.1108
H -4.18 -0.92 1.65 0.1299
H -5.78 0.56 0.53 0.1175
H -6.08 2.69 -0.72 0.1153
H -4.09 3.72 -1.82 0.1104
H -1.90 2.58 -1.63 0.1133
```

---

# 2
Density functional theory data (the ωB97M-V functional and the def2-TZVPD basis) for C7H4Br3NO4 in the gas phase.

Calculated values
HOMO-LUMO gap (spin up / spin down)   8.28 / 8.27 eV
SMILES string   C[C@@]1(O)C(Br)=C(Br)C(=O)C([N+](=O)[O-])=C1Br

The geometry in XYZ format:
```
19
Properties=species:S:1:pos:R:3:lowdin_charge:R:1
C -1.82 -1.22 0.22 0.0527
C -0.78 -0.31 -0.78 -0.6639
O -1.05 -0.50 -2.06 -0.0053
C -0.99 1.12 -0.30 -0.6078
Br -2.63 1.81 -0.93 0.8621
C -0.10 1.92 0.35 -0.5947
Br -0.38 3.75 0.79 0.8055
C 1.20 1.29 0.86 -0.3688
O 2.00 2.09 1.35 0.0462
C 1.51 -0.08 0.52 -0.0540
N 2.75 -0.69 0.87 -0.3951
O 2.98 -0.65 2.05 0.1315
O 3.34 -1.25 -0.03 0.0081
C 0.56 -0.78 -0.46 -0.4478
Br 1.13 -2.39 -1.13 1.0067
H -1.44 -2.26 0.20 0.0791
H -2.71 -1.26 -0.26 0.0327
H -1.82 -0.69 1.12 0.0659
H -1.74 0.07 -2.37 0.0470
```

---

# 3
Density functional theory data (the ωB97M-V functional and the def2-TZVPD basis) for C29H37BrI3N3PS2V as an isolated structure.

Calculated values
Multiplicity   2
Total charge   -1
HOMO-LUMO gap (spin up / spin down)   5.78 / 4.76 eV

The geometry in XYZ format:
```
77
Properties=species:S:1:pos:R:3:lowdin_charge:R:1
V 0.50 0.25 1.16 -0.2656
S 1.44 -1.74 1.95 0.6107
C 2.81 -0.74 2.29 -1.0355
S 2.57 0.92 1.80 0.6585
C 3.97 -1.18 2.85 -0.3620
C 4.15 -2.54 3.22 -0.2395
N 4.30 -3.64 3.52 0.1560
C 5.07 -0.28 3.07 -0.2456
N 5.95 0.43 3.24 0.1531
Br -5.00 -3.57 -0.96 0.6969
C -3.21 -4.17 -1.12 -0.7389
C -2.93 -5.10 -2.11 -0.1454
C -1.64 -5.56 -2.27 -0.0880
C -0.62 -5.09 -1.45 -0.0792
C -0.91 -4.16 -0.46 -0.1654
C -2.21 -3.70 -0.29 -0.7307
I -2.54 -2.28 1.21 0.9608
H -3.73 -5.45 -2.74 0.0932
H -1.42 -6.29 -3.05 0.1016
H 0.39 -5.43 -1.58 0.1069
H -0.11 -3.78 0.16 0.0712
I -1.13 0.99 2.88 0.4303
I -3.91 2.94 3.01 -0.3683
C 0.34 6.26 1.39 -0.1986
C -0.76 5.32 1.85 -0.2018
C -1.03 4.24 0.79 -0.2391
C 0.26 3.83 0.05 -0.4185
C 1.46 4.02 0.98 -0.2409
C 1.68 5.51 1.28 -0.1826
P 0.17 2.11 -0.61 1.0609
C 1.37 2.00 -2.02 -0.3972
C 1.49 3.27 -2.90 -0.1935
C 2.78 4.03 -2.61 -0.1949
C 4.00 3.19 -3.01 -0.1918
C 3.75 1.69 -2.75 -0.1880
C 2.77 1.50 -1.60 -0.2363
C -1.44 1.90 -1.49 -0.4096
C -2.61 1.50 -0.58 -0.2511
C -3.76 0.94 -1.42 -0.1767
C -3.90 1.67 -2.76 -0.1971
C -3.37 3.09 -2.65 -0.1953
C -1.85 3.07 -2.42 -0.1915
H 0.44 7.11 2.06 0.1041
H 0.07 6.67 0.41 0.1093
H -1.69 5.85 2.06 0.1049
H -0.47 4.84 2.79 0.1128
H -1.77 4.61 0.07 0.1091
H -1.49 3.38 1.28 -0.0423
H 0.40 4.49 -0.82 0.1021
H 2.38 3.59 0.55 0.0738
H 1.27 3.47 1.90 0.0799
H 2.30 5.96 0.51 0.1023
H 2.23 5.60 2.22 0.1107
H 0.93 1.20 -2.62 0.0982
H 0.62 3.93 -2.78 0.0767
H 1.49 2.97 -3.95 0.1206
H 2.82 4.28 -1.55 0.0933
H 2.78 4.99 -3.15 0.1105
H 4.87 3.53 -2.44 0.1065
H 4.23 3.35 -4.06 0.1035
H 4.69 1.19 -2.54 0.1092
H 3.34 1.22 -3.65 0.1138
H 3.14 2.04 -0.73 0.0669
H 2.70 0.45 -1.31 0.0937
H -1.23 1.03 -2.11 0.0878
H -2.95 2.34 0.02 0.0493
H -2.29 0.73 0.13 0.0023
H -4.68 1.04 -0.84 0.1147
H -3.61 -0.13 -1.59 0.0972
H -4.94 1.67 -3.09 0.1040
H -3.33 1.14 -3.54 0.1111
H -3.86 3.60 -1.81 0.1169
H -3.59 3.67 -3.54 0.1067
H -1.53 4.03 -2.01 0.0888
H -1.34 2.95 -3.38 0.1078
N -0.01 -1.24 -1.68 0.0545
C 0.18 -0.73 -0.66 -0.4320
```

---

# 4
Density functional theory data (the ωB97M-V functional and the def2-TZVPD basis) for C32H57IrN4OP2 as an isolated structure.

Calculated values
Multiplicity   6
Total charge   +3
HOMO-LUMO gap (spin up / spin down)   6.19 / 5.44 eV

The geometry in XYZ format:
```
97
Properties=species:S:1:pos:R:3:lowdin_charge:R:1
C -1.53 2.51 -0.62 -0.3120
C 0.40 1.91 -1.90 -0.3140
C -1.68 3.72 -1.30 0.0329
C 0.36 3.23 -2.47 0.0340
C -0.67 4.10 -2.19 0.0170
H -2.56 4.36 -1.09 0.1517
H 1.18 3.53 -3.13 0.1381
H -0.76 5.05 -2.72 0.1435
N -0.57 1.61 -0.91 -0.0818
P -1.72 0.89 1.60 1.0464
P 0.82 -0.78 -1.92 1.0416
C -2.51 2.17 0.49 -0.2233
H -2.80 3.07 1.07 0.1096
H -3.47 1.76 0.12 0.1102
C 1.21 0.87 -2.37 -0.2089
H 2.27 1.14 -2.79 0.1299
C 2.28 -2.00 -1.66 -0.6214
C 0.09 -1.04 -3.66 -0.6347
C -0.66 1.90 2.81 -0.6444
C -3.18 0.11 2.61 -0.6385
C 2.38 -2.43 -0.19 -0.1051
H 1.46 -2.94 0.14 0.0470
H 3.23 -3.12 -0.09 0.1120
H 2.57 -1.60 0.49 0.0447
C 2.17 -3.29 -2.48 -0.0679
H 1.24 -3.82 -2.26 0.0851
H 2.26 -3.13 -3.55 0.0708
H 3.00 -3.95 -2.18 0.1140
C 3.56 -1.25 -2.03 -0.0685
H 4.41 -1.94 -1.92 0.1228
H 3.57 -0.90 -3.06 0.0893
H 3.70 -0.39 -1.36 0.0474
C -0.59 -2.44 -3.76 -0.0653
H -1.09 -2.73 -2.81 0.0661
H -1.38 -2.40 -4.55 0.1082
H 0.12 -3.25 -4.04 0.0823
C -0.94 0.04 -3.98 -0.0761
H -1.76 0.07 -3.28 0.0664
H -0.46 1.01 -4.01 0.0729
H -1.32 -0.14 -4.99 0.1121
C 1.23 -0.91 -4.70 -0.0549
H 1.87 -0.04 -4.48 0.0694
H 1.87 -1.80 -4.79 0.0852
H 0.76 -0.71 -5.68 0.1153
C -2.56 -0.74 3.70 -0.0700
H -3.38 -1.30 4.16 0.1094
H -1.83 -1.46 3.31 0.0685
H -2.09 -0.15 4.48 0.0747
C -3.96 -0.77 1.64 -0.1027
H -4.39 -0.21 0.79 0.0919
H -3.35 -1.60 1.25 0.0208
H -4.79 -1.21 2.21 0.1114
C -4.12 1.18 3.15 -0.0533
H -4.42 1.92 2.40 0.0930
H -5.01 0.65 3.49 0.1118
H -3.71 1.70 4.02 0.0700
C 0.05 3.01 2.01 -0.0926
H -0.64 3.78 1.63 0.0953
H 0.76 3.50 2.69 0.1067
H 0.60 2.61 1.16 0.0307
C 0.37 1.00 3.49 -0.0826
H 1.06 0.57 2.78 0.0270
H 0.96 1.61 4.18 0.1114
H -0.09 0.15 4.02 0.0744
C -1.46 2.60 3.93 -0.0685
H -2.26 3.25 3.56 0.0957
H -1.85 1.88 4.67 0.0797
H -0.73 3.23 4.48 0.1134
Ir -0.59 -0.32 -0.05 1.1605
C -2.12 -0.88 -0.90 -0.3694
O -3.07 -1.29 -1.42 0.1748
N 1.56 0.41 0.83 0.0825
C 2.48 1.02 0.42 -0.1482
C 3.63 1.89 0.11 -0.5453
C 4.09 2.27 -1.30 -0.0180
C 3.23 3.17 0.82 -0.0325
C 4.68 1.10 0.87 -0.0059
H 4.38 1.42 -1.91 0.0733
H 3.35 2.87 -1.83 0.0733
H 4.98 2.90 -1.17 0.1235
H 2.82 2.95 1.81 0.0890
H 4.06 3.87 0.94 0.1198
H 2.44 3.68 0.25 0.0926
H 5.66 1.12 0.40 0.1091
H 4.71 1.45 1.91 0.1135
H 4.40 0.04 0.93 0.0857
C -1.12 -5.39 1.63 0.0328
N -1.87 -4.16 1.41 -0.1135
C -3.36 -4.26 1.38 0.0270
C -1.29 -3.03 1.20 -0.1853
N -0.53 -2.14 0.88 0.0212
H -1.83 -6.17 1.87 0.1066
H -0.42 -5.25 2.45 0.1168
H -0.57 -5.66 0.73 0.1151
H -3.81 -3.71 2.24 0.1098
H -3.78 -3.83 0.44 0.1141
H -3.64 -5.32 1.45 0.1115
```

---

The evaluated ΔE to the lowest compared entry with this formula, charge and spin for the records listed, in turn: 4.6; 42.3; 0.0; 0.0 kcal/mol.